A 2-piece molecular cluster, C4H9N overall. Source: the Open Molecules 2025 dataset; level of theory: wB97M-V/def2-TZVPD.

The geometry in ORCA input format:
```
! wB97M-V def2-TZVPD RIJCOSX def2/J DEFGRID3
* xyz 0 1
C 1.83 -0.53 1.51
C 1.02 -0.26 0.34
C -0.05 0.53 0.16
N -0.64 0.58 -1.14
C -1.89 -0.20 -1.21
H 1.61 -0.51 2.57
H 2.78 -1.03 1.31
H 2.15 1.08 0.99
H 1.16 -0.96 -0.49
H -0.44 1.02 1.05
H -0.97 1.51 -1.34
H -1.65 -1.26 -1.36
H -2.50 -0.12 -0.30
H -2.40 0.16 -2.10
*
```

Kohn-Sham gap	8.2	eV
relative energy (zero: lowest compared OMol25 entry of this formula, charge and spin)	102.9	kcal/mol

C4H9N as an isolated structure. Source: the Open Molecules 2025 dataset; level of theory: wB97M-V/def2-TZVPD.

The geometry in ORCA input format:
```
! wB97M-V def2-TZVPD RIJCOSX def2/J DEFGRID3
* xyz 0 1
C -0.51 -0.68 -1.42
C -0.02 0.03 -0.21
C 1.22 -0.26 0.51
N 0.87 -0.63 2.03
C -0.58 1.33 0.05
H -1.60 -0.77 -1.38
H -0.16 -1.70 -1.47
H -0.24 -0.14 -2.32
H 2.02 -0.80 0.04
H -0.02 -1.17 1.98
H 1.40 0.63 1.13
H -1.34 1.79 -0.55
H -0.19 1.99 0.80
H -0.84 0.37 0.82
*
```

Kohn-Sham gap	6.1	eV
relative energy (zero: lowest compared OMol25 entry of this formula, charge and spin)	155.9	kcal/mol

One molecule with the formula C4H9N. Source: the Open Molecules 2025 dataset; level of theory: wB97M-V/def2-TZVPD.

The geometry in ORCA input format:
```
! wB97M-V def2-TZVPD RIJCOSX def2/J DEFGRID3
* xyz 0 1
C -1.55 0.19 1.23
N -0.20 -1.17 -0.82
C 0.21 0.16 -0.56
C -0.25 0.48 0.83
C 1.73 0.40 -0.66
H -0.85 -0.78 1.21
H -1.89 0.51 2.20
H -2.28 0.03 0.44
H -0.79 -1.20 -1.64
H -0.27 0.94 -1.19
H 0.48 0.75 1.59
H 2.24 -0.35 -0.07
H 2.01 1.39 -0.29
H 2.05 0.28 -1.69
*
```

Kohn-Sham gap	6.2	eV
relative energy (zero: lowest compared OMol25 entry of this formula, charge and spin)	113.2	kcal/mol

An isolated ion of composition C4H9N and charge +1. Source: the Open Molecules 2025 dataset; level of theory: wB97M-V/def2-TZVPD.

The geometry in ORCA input format:
```
! wB97M-V def2-TZVPD RIJCOSX def2/J DEFGRID3
* xyz 1 2
C -0.66 0.30 1.05
N 0.03 1.28 0.19
C 0.96 0.56 -0.65
C 0.05 -0.61 -1.06
C -0.51 -1.04 0.30
H -0.14 0.28 2.01
H -1.69 0.63 1.22
H 0.39 2.07 0.73
H 1.33 1.07 -1.54
H 1.81 0.28 -0.02
H 0.44 -1.40 -1.69
H -0.74 -0.13 -1.61
H -1.43 -1.61 0.20
H 0.16 -1.68 0.87
*
```

Kohn-Sham gap (alpha / beta)	13.3 / 8.5	eV
⟨S²⟩	0.75
relative energy (zero: lowest compared OMol25 entry of this formula, charge and spin)	28.5	kcal/mol

A 2-piece molecular cluster, C4H9N2 overall. Source: the Open Molecules 2025 dataset; level of theory: wB97M-V/def2-TZVPD.

The geometry in ORCA input format:
```
! wB97M-V def2-TZVPD RIJCOSX def2/J DEFGRID3
* xyz 1 1
C 0.91 -0.88 -0.36
C -1.57 0.46 -1.28
C -2.16 -0.58 -0.43
C 1.52 0.65 1.35
N -1.08 0.18 0.01
N 1.77 -0.29 0.33
H 1.05 -1.62 -1.09
H -0.89 0.08 -1.98
H -1.77 1.48 -1.34
H -3.06 -0.31 0.03
H -1.89 -1.60 -0.52
H 1.84 0.34 2.32
H 2.16 1.59 1.35
H 0.44 0.77 1.59
H 2.73 -0.25 0.01
*
```

Kohn-Sham gap (alpha / beta)	8.8 / 9.2	eV
relative energy (zero: lowest compared OMol25 entry of this formula, charge and spin)	162.1	kcal/mol

C4H9N2 as an isolated structure. Source: the Open Molecules 2025 dataset; level of theory: wB97M-V/def2-TZVPD.

The geometry in ORCA input format:
```
! wB97M-V def2-TZVPD RIJCOSX def2/J DEFGRID3
* xyz 1 1
C 1.57 0.55 0.56
C 0.92 -0.56 0.80
C 1.23 0.55 -0.85
C -1.73 -0.26 -0.43
N -1.76 0.08 0.81
N 0.46 -0.70 -0.57
H 2.16 1.34 1.14
H 0.65 -1.29 1.56
H 0.56 1.40 -1.15
H 2.09 0.31 -1.41
H -1.56 0.54 -1.12
H -2.10 -1.19 -0.90
H -1.81 -0.41 1.72
H -1.54 1.09 0.86
H 0.86 -1.44 -1.03
*
```

Kohn-Sham gap	10.1	eV
relative energy (zero: lowest compared OMol25 entry of this formula, charge and spin)	87.4	kcal/mol

An isolated ion of composition C4H9N2 and charge +1. Source: the Open Molecules 2025 dataset; level of theory: wB97M-V/def2-TZVPD.

The geometry in ORCA input format:
```
! wB97M-V def2-TZVPD RIJCOSX def2/J DEFGRID3
* xyz 1 1
C 2.55 0.66 0.24
N 1.31 0.56 -0.09
C 0.75 -0.70 -0.40
C -0.61 -0.73 0.28
N -1.31 0.38 -0.31
C -2.44 0.76 0.08
H 3.02 1.55 0.47
H 3.03 -0.30 0.37
H 1.49 -1.39 0.11
H 0.61 -1.07 -1.45
H -1.03 -1.78 -0.03
H -0.59 -0.50 1.30
H -0.78 0.93 -1.01
H -3.07 1.53 -0.30
H -2.96 0.11 0.74
*
```

Kohn-Sham gap	8.8	eV
SMILES	C=NCC[NH+]=C
relative energy (zero: lowest compared OMol25 entry of this formula, charge and spin)	69.3	kcal/mol

An isolated ion of composition C4H9N2 and charge +1. Source: the Open Molecules 2025 dataset; level of theory: wB97M-V/def2-TZVPD.

The geometry in ORCA input format:
```
! wB97M-V def2-TZVPD RIJCOSX def2/J DEFGRID3
* xyz 1 1
C 2.21 -0.57 0.70
C 1.06 0.32 0.26
C -0.15 -0.56 -0.19
N -1.43 0.05 -0.20
N -2.28 0.58 0.55
C -2.95 0.79 -0.75
H 2.23 -1.03 1.68
H 2.28 -1.33 -0.09
H 3.14 0.14 0.91
H 1.17 1.03 -0.60
H 0.85 1.05 1.06
H 0.16 -0.71 -1.22
H -0.24 -1.35 0.44
H -3.48 -0.03 -1.21
H -2.57 1.63 -1.33
*
```

Kohn-Sham gap	9.3	eV
SMILES	CCC[N+]1=NC1
relative energy (zero: lowest compared OMol25 entry of this formula, charge and spin)	146.8	kcal/mol

An isolated ion of composition C4H9N2 and charge +1. Source: the Open Molecules 2025 dataset; level of theory: wB97M-V/def2-TZVPD.

The geometry in ORCA input format:
```
! wB97M-V def2-TZVPD RIJCOSX def2/J DEFGRID3
* xyz 1 3
C -0.86 0.29 -0.44
C 0.48 -0.07 0.07
C 0.83 -1.53 -0.07
C 1.02 0.88 1.11
N 0.09 0.54 -1.21
N -2.57 0.48 -0.53
H -0.01 -2.20 0.11
H 1.46 -1.73 0.83
H 1.40 -1.65 -0.99
H 1.76 1.62 0.58
H 1.49 0.34 1.93
H 0.30 1.58 1.64
H 0.41 1.15 -1.94
H -2.90 0.07 0.37
H -2.89 0.23 -1.45
*
```

Kohn-Sham gap (alpha / beta)	7.0 / 6.7	eV
⟨S²⟩	2.01
relative energy (zero: lowest compared OMol25 entry of this formula, charge and spin)	101.0	kcal/mol

An isolated ion of composition C4H9N2O and charge +1. Source: the Open Molecules 2025 dataset; level of theory: wB97M-V/def2-TZVPD.

The geometry in ORCA input format:
```
! wB97M-V def2-TZVPD RIJCOSX def2/J DEFGRID3
* xyz 1 1
N 1.06 1.27 1.44
C -0.16 1.59 1.30
C -1.05 1.01 0.39
C -0.81 -0.49 0.05
N 0.44 -0.91 -0.59
C 0.37 -1.59 -1.67
O 1.44 -2.12 -2.22
H 1.66 1.67 2.18
H 1.23 0.36 0.94
H -0.49 2.43 1.80
H -0.82 1.63 -0.46
H -2.09 1.29 0.51
H -0.98 -1.17 0.84
H -1.63 -0.79 -0.51
H -0.47 -2.08 -2.27
H 2.30 -2.08 -1.72
*
```

Kohn-Sham gap	9.5	eV
SMILES	[NH2+]=CCC/N=C/O
relative energy (zero: lowest compared OMol25 entry of this formula, charge and spin)	56.8	kcal/mol

An isolated ion of composition C4H9N2O and charge +1. Source: the Open Molecules 2025 dataset; level of theory: wB97M-V/def2-TZVPD.

The geometry in ORCA input format:
```
! wB97M-V def2-TZVPD RIJCOSX def2/J DEFGRID3
* xyz 1 1
C -2.63 -1.50 0.68
C -1.78 -0.33 1.24
N -0.93 0.09 0.13
C 0.29 0.21 0.28
O 1.20 0.73 -0.97
C 2.44 0.94 -0.95
N 3.02 1.48 -1.95
H -3.27 -1.98 1.35
H -3.08 -1.27 -0.19
H -1.90 -2.29 0.38
H -2.55 0.37 1.62
H -1.18 -0.72 2.06
H 1.03 0.15 1.24
H 2.87 0.85 0.04
H 3.96 1.71 -2.14
H 2.53 1.55 -2.82
*
```

Kohn-Sham gap	11.0	eV
SMILES	CC/N=C/OC=[NH2+]
relative energy (zero: lowest compared OMol25 entry of this formula, charge and spin)	75.6	kcal/mol

A 2-piece molecular cluster, C4H9N2O overall. Source: the Open Molecules 2025 dataset; level of theory: wB97M-V/def2-TZVPD.

The geometry in ORCA input format:
```
! wB97M-V def2-TZVPD RIJCOSX def2/J DEFGRID3
* xyz 1 1
C 0.29 0.74 -1.79
C 0.15 0.68 -0.26
C 0.83 1.28 0.75
N 0.34 0.68 2.01
C -0.41 -0.48 1.55
N -0.87 -0.20 0.19
H 1.22 0.40 -2.24
H -0.49 0.14 -2.25
H 0.27 1.82 -2.15
H 1.51 2.15 0.69
H 0.99 0.61 2.90
H -1.35 -0.62 2.29
H -0.83 -1.05 -0.42
H 0.20 -1.39 1.60
H -1.18 -2.74 -1.48
O -0.68 -2.00 -1.41
*
```

Kohn-Sham gap	5.3	eV
relative energy (zero: lowest compared OMol25 entry of this formula, charge and spin)	148.7	kcal/mol